(1)
Here is a 10-piece molecular cluster, C12H38FN10O18PSi overall at a distorted geometry from the Open Molecules 2025 dataset. Energies are from ωB97M-V/def2-TZVPD.

Cartesian coordinates (Å):
H1 -1.77 -3.68 -0.16
H2 10.69 1.35 -1.03
N1 -1.33 -3.49 2.32
O1 6.97 3.98 -0.67
O2 1.44 2.36 1.43
H3 -0.66 1.24 -0.82
H4 10.72 0.27 -2.46
O3 -0.38 -1.24 0.86
P1 -0.94 -4.11 0.89
H5 5.34 2.38 0.09
N2 4.24 6.79 0.31
N3 1.14 3.31 0.74
O4 -9.46 2.13 -2.11
H6 -2.18 -8.14 -0.21
O5 -5.95 -0.96 2.47
N4 -4.98 -0.25 2.61
C1 5.15 7.94 0.53
N5 -8.49 2.10 -1.38
C2 -7.76 3.37 -1.16
N6 3.19 -1.37 -0.93
H7 -3.94 -7.73 1.39
O6 -4.99 0.96 2.62
O7 -8.07 1.10 -0.83
H8 0.22 -6.88 0.45
H9 -6.57 -0.26 -1.62
H10 -0.39 1.15 0.95
O8 9.29 -0.77 -0.57
C3 -5.62 -0.47 -1.15
H11 5.77 1.29 -1.25
O9 -4.18 1.29 -0.68
O10 4.49 5.76 0.91
O11 3.38 -1.77 -2.06
H12 -3.78 -1.99 2.75
Si1 -1.07 -6.36 0.98
H13 2.57 -3.30 -0.39
H14 -7.42 3.72 -2.13
O12 6.63 3.28 -2.67
H15 -5.71 -0.48 -0.07
N7 6.42 3.26 -1.48
H16 3.42 -2.37 0.89
H17 -1.54 -4.28 2.92
C4 5.42 2.28 -0.98
H18 -5.21 -1.41 -1.52
H19 2.84 3.39 -0.46
H20 -6.92 3.17 -0.50
H21 4.48 2.50 -1.47
O13 3.32 6.95 -0.46
N8 8.99 0.16 -1.29
H22 -2.42 -6.60 -1.05
C5 -1.03 0.86 0.13
O14 -0.01 3.65 0.49
H23 -1.13 -6.78 2.40
H24 -3.24 -0.59 3.73
H25 0.36 -3.77 0.49
C6 -2.45 -7.09 -0.07
H26 5.92 7.64 1.24
H27 1.85 4.89 -0.45
H28 5.58 8.21 -0.43
F1 -5.63 -5.71 1.37
H29 1.74 -1.94 0.45
H30 9.69 1.74 -2.47
C7 -3.85 -7.04 0.55
O15 7.86 0.50 -1.57
N9 -4.68 0.61 -1.55
C8 10.11 0.95 -1.87
C9 -4.29 -5.66 0.95
O16 -1.71 -1.13 -0.83
C10 2.69 -2.33 0.09
H31 -3.02 -0.58 1.96
H32 4.55 8.76 0.92
O17 3.38 -0.22 -0.56
O18 -4.48 0.76 -2.74
H33 2.87 4.47 0.96
H34 -8.46 4.07 -0.72
C11 -3.65 -0.91 2.78
H35 -4.25 -4.95 0.12
H36 -3.73 -5.26 1.81
C12 2.26 4.09 0.15
H37 -2.05 1.19 0.29
H38 -4.57 -7.39 -0.20
N10 -1.04 -0.62 0.05

Calculated values
- gap between HOMO and LUMO (eV) = 8.488
- maximum force (eV Å⁻¹) = 1.72
- electronic energy (a.u.) = -3111.69742
- spin multiplicity = 1
- HOMO (eV) = -8.8
- SMILES string = N=[PH2][SiH2]CCCF.C[N+](=O)[O-].C[N+](=O)[O-].C[N+](=O)[O-].C[N+](=O)[O-].C[N+](=O)[O-].C[N+](=O)[O-].C[N+](=O)[O-].C[N+](=O)[O-].C[N+](=O)[O-]
- relative energy (zero: lowest compared OMol25 entry of this formula, charge and spin) (kcal per mole) = 0.00



(2)
Here is a 7-piece molecular cluster, C12H38N2O7 overall at a distorted geometry from the Open Molecules 2025 dataset. Energies are from ωB97M-V/def2-TZVPD.

Cartesian coordinates (Å):
C1 -3.62 0.52 -1.76
H1 2.68 2.41 1.49
H2 -1.35 -2.37 1.99
H3 3.01 6.45 0.43
N1 -1.72 -4.41 3.51
H4 3.35 -2.54 2.09
H5 -0.11 5.90 -0.02
H6 0.94 -3.67 2.13
H7 1.58 0.32 -0.81
H8 1.00 -3.50 0.36
H9 -2.56 -4.25 -1.39
O1 2.56 5.62 0.30
H10 -4.39 2.24 -0.73
C2 4.21 1.05 1.08
H11 0.93 1.87 -0.30
O2 -3.77 -0.18 -3.00
C3 1.36 -3.09 1.30
H12 -2.58 0.87 -1.66
H13 4.27 3.11 1.80
H14 4.16 0.51 2.02
H15 -1.95 -5.34 3.81
H16 -0.16 5.30 -1.70
H17 3.67 0.46 0.33
H18 1.87 6.81 -1.24
C4 -1.16 -2.62 -1.66
H19 0.89 -1.47 2.28
C5 2.88 -3.19 1.36
O3 -0.38 0.23 -0.17
H20 -5.62 1.22 -1.50
H21 -0.77 -4.14 3.34
H22 -3.78 -0.14 -0.91
O4 0.96 -1.71 1.35
H23 0.37 4.26 -0.41
H24 -3.07 -3.14 -2.73
N2 -2.31 -2.56 2.21
C6 -2.52 -3.23 -1.80
O5 -3.89 -4.02 2.91
H25 -0.84 -2.58 -0.61
H26 0.01 -0.55 0.26
H27 3.29 3.89 -0.13
C7 -2.71 -3.72 2.84
H28 -3.18 -2.76 -1.05
H29 -3.09 0.18 -3.57
H30 -1.11 -1.57 -1.98
C8 1.83 5.76 -0.94
H31 3.21 -4.23 1.45
H32 -3.08 -2.08 1.77
C9 0.40 5.29 -0.76
C10 -4.63 1.65 -1.62
H33 3.28 -2.91 0.38
O6 -0.22 -3.37 -2.43
H34 2.30 5.17 -1.73
C11 0.67 0.93 -0.79
O7 3.69 3.01 -0.20
H35 0.49 -2.81 -2.76
H36 -4.68 2.35 -2.45
C12 3.71 2.48 1.11
H37 5.25 1.06 0.73
H38 0.46 1.20 -1.83

Calculated values
- gap between HOMO and LUMO (eV) = 10.186
- maximum force (eV Å⁻¹) = 2.09
- electronic energy (a.u.) = -1116.14887
- spin multiplicity = 1
- HOMO (eV) = -9.9
- SMILES string = NC(N)=O.CCO.CCO.CCO.CCO.CCO.CO
- relative energy (zero: lowest compared OMol25 entry of this formula, charge and spin) (kcal per mole) = 0.00



(3)
Here is a 7-piece molecular cluster, C12H38O13 overall at a distorted geometry from the Open Molecules 2025 dataset. Energies are from ωB97M-V/def2-TZVPD.

Cartesian coordinates (Å):
H1 1.19 1.45 2.05
H2 -3.46 -2.38 -1.18
O1 -0.53 -3.72 -1.57
H3 -0.11 1.24 -1.83
H4 0.43 -1.41 -0.19
H5 -0.90 0.60 3.33
H6 -3.69 0.69 0.18
H7 0.30 -3.81 -1.14
C1 4.08 -0.14 2.01
C2 2.65 0.38 -1.36
H8 -4.44 -2.87 -3.58
O2 3.95 0.50 -1.94
H9 1.89 1.88 -2.75
C3 1.77 0.80 -2.54
O3 -1.60 -1.55 -0.09
H10 2.46 -0.68 -1.03
H11 -3.76 -0.54 -3.94
C4 -0.30 -2.21 1.72
H12 -2.99 3.60 -0.49
C5 -0.40 -1.23 0.52
O4 5.97 1.45 1.95
H13 -3.02 -1.40 -5.72
C6 5.10 0.65 1.24
H14 -2.26 -0.85 -3.01
O5 0.39 0.54 -2.25
C7 -3.01 -1.25 -3.74
O6 -4.06 -1.97 -1.74
C8 -3.05 1.52 -0.02
H15 -1.15 -2.05 2.37
H16 4.70 1.30 0.45
H17 1.63 0.72 4.70
C9 0.63 2.03 2.77
H18 1.33 2.55 3.45
H19 3.31 0.45 2.49
H20 5.89 0.00 0.88
H21 2.54 -1.17 1.54
O7 -2.48 -1.70 -4.98
H22 -0.46 -0.17 0.75
C10 -0.06 1.09 3.84
H23 2.49 1.01 -0.46
O8 -4.85 3.13 0.24
O9 3.36 -0.98 1.14
H24 4.58 -0.85 2.66
C11 -3.61 -2.43 -3.02
H25 -0.38 -3.17 -2.36
O10 -2.11 1.05 -0.95
H26 -2.56 1.75 0.95
H27 4.15 1.46 -2.05
O11 -0.25 3.02 2.18
H28 -4.07 2.61 -1.51
H29 -2.85 -3.21 -2.93
H30 2.17 0.26 -3.37
H31 -0.64 3.63 2.80
H32 -1.83 0.12 -0.69
H33 -0.20 -3.22 1.39
H34 6.55 1.95 1.33
C12 -3.70 2.78 -0.50
H35 -1.36 -2.38 -0.51
H36 -5.57 2.57 0.04
O12 0.90 -1.93 2.39
O13 0.92 0.18 4.29
H37 -0.39 1.58 4.73
H38 0.76 -1.25 3.04

Calculated values
- gap between HOMO and LUMO (eV) = 9.956
- maximum force (eV Å⁻¹) = 3.98
- electronic energy (a.u.) = -1457.94376
- spin multiplicity = 1
- HOMO (eV) = -9.6
- SMILES string = OCCO.OCCO.OCCO.OCCO.OCCO.OCCO.O
- relative energy (zero: lowest compared OMol25 entry of this formula, charge and spin) (kcal per mole) = 45.82



(4)
Here is C12H3Cl7SSr as an isolated structure at a distorted geometry from the Open Molecules 2025 dataset. Energies are from ωB97M-V/def2-TZVPD.

Cartesian coordinates (Å):
H1 -1.66 -2.77 3.60
C1 -2.24 -2.87 2.66
S1 -0.94 -2.34 -1.15
C2 -1.64 -2.29 1.53
C3 2.64 1.99 -1.88
Cl1 0.73 3.90 1.01
C4 -1.93 -2.73 0.22
Cl2 4.67 5.32 -2.32
C5 3.58 4.14 -1.76
Cl3 -0.45 -1.09 1.86
C6 -3.09 -3.51 0.14
H2 -3.93 -4.01 3.41
C7 1.88 3.48 -0.12
C8 -3.37 -3.62 2.53
H3 -4.84 -4.41 1.13
Cl4 -3.80 -3.90 -1.43
Cl5 3.35 5.70 0.49
Sr1 0.19 0.22 -0.64
C9 1.86 2.23 -0.75
Cl6 2.38 0.41 -2.68
Cl7 4.15 2.68 -4.02
C10 2.90 4.34 -0.55
C11 3.45 2.93 -2.49
C12 -3.91 -3.79 1.23

Calculated values
- gap between HOMO and LUMO (eV) = 7.322
- maximum force (eV Å⁻¹) = 3.91
- electronic energy (a.u.) = -4109.33640
- spin multiplicity = 1
- HOMO (eV) = -8.1
- relative energy (zero: lowest compared OMol25 entry of this formula, charge and spin) (kcal per mole) = 0.00



- What is the electronic energy in the first record?
  -3111.69742 a.u.



- Number 1 is which compound?
  C12H38FN10O18PSi



- Which value of spin multiplicity does entry 1 give?
  1



- What is the relative energy (zero: lowest compared OMol25 entry of this formula, charge and spin) in the first record?
  0.00 kcal per mole